Record 1
A cluster of 2 separate species, C2H8OS in total. Source: the Open Molecules 2025 dataset; level of theory: the ωB97M-V functional and the def2-TZVPD basis.

Each line ends with the natural charge from an NBO analysis.
Element x y z (Å)
C1 0.420 -0.030 -0.302  -0.72
S1 -0.292 -1.447 -1.226  0.15
C2 0.031 -2.866 -0.106  -0.71
H1 0.545 -0.127 0.731  0.22
H2 -0.158 0.877 -0.451  0.22
H3 1.315 0.121 -0.783  0.21
H4 -0.185 -2.812 1.024  0.22
H5 -0.392 -3.648 -0.559  0.21
H6 1.038 -2.971 -0.332  0.21
O1 -1.089 4.432 0.401  -0.91
H7 -0.293 4.827 0.620  0.46
H8 -0.941 3.644 0.983  0.46

Summary:
LUMO level = 0.0243 Ha
SMILES = CSC.O
HOMO level = -8.43 eV
Frontier orbital gap = 9.0918 eV
E = -554.3729 a.u.

Record 2
A structure of composition C26H18Cl2CoF3N3S. Source: the Open Molecules 2025 dataset; level of theory: the ωB97M-V functional and the def2-TZVPD basis.

Each line ends with the natural charge from an NBO analysis.
Element x y z (Å)
Co1 0.818 -0.342 0.530  1.04
Cl1 0.901 -0.598 2.896  0.04
C1 -0.245 -1.865 3.245  -0.08
C2 -0.413 -2.268 4.572  -0.21
C3 -1.472 -3.132 4.917  -0.26
C4 -2.327 -3.594 3.928  -0.23
C5 -2.141 -3.185 2.599  -0.06
Cl2 -3.161 -3.878 1.407  0.01
C6 -1.041 -2.357 2.221  -0.20
S1 -0.786 -1.977 0.545  -0.33
H1 0.287 -1.805 5.237  0.22
H2 -1.517 -3.487 5.934  0.21
H3 -3.124 -4.253 4.078  0.22
F1 -4.144 4.655 1.084  -0.34
C7 -2.754 4.930 1.116  0.97
F2 -2.529 5.809 0.101  -0.32
F3 -2.555 5.619 2.270  -0.32
C8 -1.908 3.723 0.933  -0.12
C9 -2.431 2.435 1.186  -0.20
C10 -1.595 1.332 1.179  0.05
N1 -0.287 1.383 0.769  -0.50
C11 0.163 2.615 0.353  0.05
C12 -0.548 3.788 0.487  -0.22
H4 -3.461 2.293 1.462  0.24
H5 -2.026 0.370 1.405  0.24
H6 1.162 2.596 -0.102  0.22
H7 -0.100 4.763 0.249  0.24
C13 0.933 0.153 -1.516  -0.85
C14 -0.144 0.766 -2.269  0.03
C15 0.144 1.984 -2.938  -0.28
C16 -0.726 2.503 -3.900  -0.14
C17 -1.940 1.829 -4.102  -0.30
C18 -2.312 0.717 -3.306  -0.10
C19 -1.435 0.161 -2.398  -0.28
C20 -2.952 2.390 -4.950  0.31
N2 -3.754 2.879 -5.631  -0.40
H8 1.863 0.722 -1.371  0.18
H9 1.176 -0.899 -1.825  0.24
H10 1.145 2.399 -2.816  0.20
H11 -0.430 3.355 -4.558  0.22
H12 -3.243 0.148 -3.466  0.21
H13 -1.682 -0.717 -1.824  0.24
N3 2.048 -1.442 0.351  -0.59
C21 3.076 -2.018 -0.159  0.10
C22 3.021 -3.365 -0.722  -0.23
C23 4.137 -3.930 -1.244  -0.22
C24 5.378 -3.274 -1.288  -0.26
C25 5.479 -2.015 -0.641  -0.23
C26 4.377 -1.427 -0.020  -0.24
H14 2.103 -3.905 -0.573  0.22
H15 3.987 -4.913 -1.654  0.20
H16 6.200 -3.715 -1.807  0.20
H17 6.439 -1.473 -0.516  0.20
H18 4.347 -0.484 0.545  0.21

Summary:
LUMO level (alpha / beta) = 0.0628 / 0.0629 Ha
Total charge = -1
⟨S²⟩ = 6.091
HOMO level (alpha / beta) = -3.14 / -4.47 eV
Frontier orbital gap (alpha / beta) = 4.8445 / 6.1791 eV
Spin multiplicity = 5
E = -4166.7504 a.u.

Record 3
A structure of composition C18H43F2N6O9S2V. Source: the Open Molecules 2025 dataset; level of theory: the ωB97M-V functional and the def2-TZVPD basis.

Each line ends with the Mulliken charge.
Element x y z (Å)
O1 0.006 -1.422 -0.466  -0.16
V1 -0.586 -1.376 1.012  1.31
N1 -1.301 -3.352 1.171  -0.03
S1 -2.169 -4.224 0.001  0.95
O2 -3.574 -4.356 0.205  -0.53
O3 -1.431 -5.343 -0.489  -0.57
F1 -2.019 -3.096 -1.107  -0.20
S2 -1.482 -4.249 2.487  0.96
O4 -0.535 -5.291 2.624  -0.56
O5 -2.842 -4.333 2.917  -0.55
F2 -0.911 -3.104 3.514  -0.31
C1 2.066 3.514 -3.419  -1.29
C2 1.334 2.525 -4.314  -0.56
N2 1.356 1.166 -3.752  0.53
C3 2.646 0.656 -3.329  -0.31
C4 3.706 0.398 -4.401  -1.50
C5 0.653 0.257 -4.671  -0.84
C6 0.233 -1.066 -4.037  -1.08
H1 3.156 3.507 -3.443  0.32
H2 1.793 3.425 -2.365  0.13
H3 1.754 4.507 -3.757  0.45
H4 0.289 2.831 -4.360  0.44
H5 1.759 2.560 -5.326  0.44
H6 2.434 -0.262 -2.774  0.30
H7 3.035 1.304 -2.539  0.13
H8 3.790 1.139 -5.198  0.26
H9 3.469 -0.495 -4.993  0.34
H10 4.658 0.193 -3.915  0.43
H11 -0.239 0.766 -5.046  0.45
H12 1.282 0.153 -5.570  0.52
H13 -0.257 -0.841 -3.084  0.08
H14 -0.486 -1.542 -4.700  0.43
H15 1.069 -1.706 -3.759  0.29
C7 2.353 -2.156 2.496  0.16
O6 1.251 -1.869 2.035  -0.53
N3 2.961 -1.464 3.461  0.16
C8 2.345 -0.332 4.140  -0.70
C9 4.170 -1.985 4.105  -0.96
H16 2.963 -3.001 2.156  0.40
H17 2.230 -0.559 5.198  0.41
H18 1.322 -0.223 3.772  -0.14
H19 2.893 0.561 3.840  0.37
H20 3.924 -2.557 4.997  0.35
H21 4.757 -2.579 3.406  0.36
H22 4.799 -1.126 4.340  0.33
C10 -2.724 -0.335 3.338  -0.09
O7 -1.751 -0.584 2.614  -0.31
N4 -3.946 -0.819 3.180  0.26
C11 -5.045 -0.346 4.021  -0.92
C12 -4.353 -1.655 2.076  -0.65
H23 -2.622 0.291 4.229  0.32
H24 -5.629 0.357 3.426  0.35
H25 -4.683 0.165 4.911  0.32
H26 -5.655 -1.188 4.338  0.32
H27 -3.511 -2.093 1.550  -0.17
H28 -4.796 -2.579 2.469  0.37
H29 -5.072 -1.236 1.376  0.37
C13 0.634 1.707 1.817  -0.40
O8 0.232 0.711 1.236  -0.12
N5 1.780 2.315 1.513  0.39
C14 2.253 3.457 2.277  -1.00
C15 2.636 1.726 0.505  -0.75
H30 0.085 2.197 2.632  0.56
H31 2.328 3.249 3.349  0.37
H32 1.566 4.301 2.194  0.36
H33 3.232 3.820 1.982  0.33
H34 3.663 2.064 0.642  0.50
H35 2.578 0.640 0.519  0.18
H36 2.392 2.103 -0.495  -0.01
C16 -3.127 0.262 -0.943  -0.14
O9 -2.395 -0.326 -0.148  -0.57
N6 -2.724 1.230 -1.764  0.39
C17 -3.670 1.741 -2.739  -1.01
C18 -1.361 1.742 -1.738  -0.34
H37 -4.192 0.014 -1.020  0.28
H38 -3.418 2.795 -2.921  0.37
H39 -4.710 1.658 -2.453  0.33
H40 -3.469 1.365 -3.749  0.34
H41 -1.353 2.750 -1.312  0.27
H42 -0.704 1.080 -1.192  -0.18
H43 -1.097 1.868 -2.786  0.18

Summary:
LUMO level (alpha / beta) = -0.1160 / -0.1056 Ha
Total charge = +1
⟨S²⟩ = 0.791
HOMO level (alpha / beta) = -10.37 / -10.37 eV
Frontier orbital gap (alpha / beta) = 7.2107 / 7.4936 eV
Spin multiplicity = 2
E = -3657.2958 a.u.

Record 4
An isolated molecule of C4H5NO. Source: the Open Molecules 2025 dataset; level of theory: the ωB97M-V functional and the def2-TZVPD basis.

Each line ends with the natural charge from an NBO analysis.
Element x y z (Å)
C1 -0.142 0.682 0.327  -0.38
C2 0.599 -0.547 -0.079  -0.39
C3 -0.934 -0.498 -0.060  -0.33
C4 -1.533 -1.168 1.096  0.51
N1 -1.495 -1.506 2.287  -0.17
O1 -2.649 -1.887 1.269  -0.42
H1 -0.098 0.802 1.374  0.23
H2 -0.116 1.594 -0.315  0.23
H3 1.262 -0.367 -0.887  0.24
H4 1.000 -0.956 0.804  0.22
H5 -1.484 -0.779 -0.975  0.27

Summary:
LUMO level = 0.0331 Ha
SMILES = C1CC1C1=NO1
HOMO level = -9.27 eV
Frontier orbital gap = 10.1716 eV
E = -285.2412 a.u.

Record 5
An isolated molecule of C27H28N2O5. Source: the Open Molecules 2025 dataset; level of theory: the ωB97M-V functional and the def2-TZVPD basis.

Each line ends with the natural charge from an NBO analysis.
Element x y z (Å)
C1 -6.023 -0.112 0.903  -0.62
C2 -5.311 -0.213 -0.441  -0.22
N1 -4.012 0.436 -0.455  -0.44
C3 -3.969 1.884 -0.397  -0.22
C4 -3.622 2.429 0.988  -0.62
C5 -2.908 -0.339 -0.513  0.67
O1 -2.944 -1.557 -0.521  -0.62
C6 -1.586 0.368 -0.606  -0.05
C7 -1.154 0.857 -1.817  -0.21
C8 0.129 1.391 -1.956  -0.13
C9 0.986 1.440 -0.877  -0.16
C10 0.560 0.967 0.380  0.07
C11 1.419 1.031 1.494  -0.17
C12 1.007 0.543 2.716  -0.11
C13 -0.260 -0.031 2.855  -0.21
C14 -1.113 -0.102 1.785  -0.15
C15 -0.732 0.405 0.524  -0.08
C16 2.792 1.538 1.340  0.71
O2 3.544 1.694 2.279  -0.59
N2 3.204 1.811 0.041  -0.48
C17 4.640 1.818 -0.199  -0.22
C18 5.077 0.446 -0.779  -0.44
C19 4.115 -0.617 -0.323  -0.02
C20 4.114 -1.080 0.983  -0.23
C21 3.078 -1.876 1.428  -0.24
C22 2.008 -2.227 0.609  0.24
O3 1.030 -2.933 1.242  -0.50
C23 -0.088 -3.448 0.548  -0.25
C24 2.036 -1.816 -0.737  0.29
O4 1.003 -2.191 -1.560  -0.52
C25 1.092 -1.908 -2.933  -0.25
C26 3.090 -1.022 -1.169  -0.32
C27 2.387 1.851 -1.073  0.70
O5 2.830 2.171 -2.159  -0.60
H1 -6.938 -0.697 0.872  0.22
H2 -6.284 0.918 1.136  0.20
H3 -5.390 -0.506 1.694  0.21
H4 -5.132 -1.263 -0.681  0.24
H5 -5.932 0.229 -1.228  0.19
H6 -3.238 2.257 -1.119  0.21
H7 -4.955 2.249 -0.695  0.20
H8 -3.681 3.515 0.974  0.22
H9 -2.613 2.144 1.274  0.22
H10 -4.311 2.055 1.740  0.21
H11 -1.803 0.802 -2.680  0.22
H12 0.474 1.756 -2.913  0.24
H13 1.687 0.597 3.551  0.24
H14 -0.558 -0.429 3.812  0.22
H15 -2.084 -0.562 1.889  0.23
H16 4.879 2.622 -0.896  0.23
H17 5.116 2.004 0.763  0.24
H18 5.070 0.501 -1.868  0.22
H19 6.091 0.231 -0.444  0.22
H20 4.904 -0.799 1.662  0.22
H21 3.051 -2.226 2.448  0.23
H22 -0.710 -2.660 0.118  0.20
H23 0.212 -4.141 -0.241  0.18
H24 -0.660 -3.986 1.303  0.18
H25 1.102 -0.831 -3.128  0.18
H26 1.979 -2.367 -3.381  0.18
H27 0.196 -2.343 -3.372  0.20
H28 3.108 -0.678 -2.192  0.23

Summary:
LUMO level = -0.0299 Ha
SMILES = CCN(CC)C(=O)c1ccc2c3c(cccc13)C(=O)N(CCc1ccc(OC)c(OC)c1)C2=O
HOMO level = -7.76 eV
Frontier orbital gap = 6.9487 eV
E = -1531.4400 a.u.

Record 6
A cluster of 2 separate species, C8H21N3 in total. Source: the Open Molecules 2025 dataset; level of theory: the ωB97M-V functional and the def2-TZVPD basis.

Each line ends with the natural charge from an NBO analysis.
Element x y z (Å)
C1 -1.119 0.171 -0.321  0.12
C2 0.628 1.944 0.147  0.52
C3 -2.000 0.386 -1.591  -0.62
C4 0.132 2.381 1.491  -0.68
C5 1.977 2.248 -0.309  -0.74
C6 0.763 0.445 -1.821  -0.44
C7 -1.964 -1.970 0.629  -0.47
C8 1.416 -2.804 1.172  -0.48
N1 0.147 0.943 -0.585  -0.29
N2 -0.866 -1.282 -0.042  -0.39
N3 1.017 -1.538 1.275  -0.23
H1 -1.408 0.688 0.648  0.23
H2 -1.782 -0.101 -2.472  0.24
H3 -1.954 1.415 -1.720  0.24
H4 -2.951 0.193 -1.254  0.25
H5 0.996 2.372 2.093  0.28
H6 -0.713 1.885 1.762  0.23
H7 -0.259 3.388 1.423  0.30
H8 2.455 3.022 0.352  0.28
H9 2.026 2.766 -1.396  0.30
H10 2.661 1.324 -0.438  0.29
H11 1.157 -0.525 -1.476  0.22
H12 0.126 0.399 -2.729  0.26
H13 1.498 1.097 -2.113  0.25
H14 -2.233 -1.248 1.493  0.24
H15 -2.648 -2.389 -0.053  0.27
H16 -1.711 -3.009 0.975  0.26
H17 0.661 -3.580 1.740  0.23
H18 1.497 -2.947 0.155  0.23
H19 2.333 -2.773 1.760  0.34
H20 -0.439 -1.692 -0.886  0.42
H21 0.557 -1.209 2.090  0.36

Summary:
LUMO level (alpha / beta) = -0.3384 / -0.3686 Ha
Total charge = +2
HOMO level (alpha / beta) = -17.97 / -17.83 eV
Frontier orbital gap (alpha / beta) = 8.7620 / 7.7971 eV
E = -480.8425 a.u.

ΔE to the lowest compared entry with this formula, charge and spin in kJ/mol, matching the order above: 118.0; 5.9; 129.5; 455.2; 28.4; 147.1
Largest force on an atom in eV/Å, matching the order above: 4.20; 2.74; 4.18; 2.23; 0.68; 5.44